# 1
The following is a DFT calculation (ωB97M-V/def2-TZVPD) of the molecule C7H17NO2 in a non-equilibrium geometry.

Positions of all 27 atoms, in Å:
O1 1.31 -1.23 0.94
O2 -0.91 -2.35 -0.01
N1 0.49 0.93 0.50
C1 0.63 -0.40 -2.19
C2 -0.98 -0.95 0.13
C3 1.57 1.62 1.20
C4 -1.41 1.02 -1.84
C5 -0.29 -0.41 2.48
C6 0.16 -0.41 1.01
C7 -0.73 -0.30 -1.53
H1 -1.60 1.09 -2.91
H2 1.52 -1.33 0.00
H3 -0.35 1.49 0.54
H4 1.83 2.51 0.62
H5 0.51 -0.37 -3.28
H6 1.30 1.94 2.21
H7 2.43 0.96 1.24
H8 0.55 -0.15 3.13
H9 -0.65 -1.41 2.73
H10 -0.78 1.86 -1.57
H11 1.29 0.41 -1.88
H12 1.12 -1.35 -1.95
H13 -1.09 0.31 2.64
H14 -0.24 -2.78 0.53
H15 -1.35 -1.11 -1.94
H16 -2.37 1.09 -1.33
H17 -1.96 -0.67 0.52

Properties
SMILES: CN[C@](C)(O)[C@H](O)C(C)C
Kohn-Sham gap in eV: 9.8
Net charge: 0
E_LUMO in eV: 0.79
E_HOMO in Ha: -0.331


# 2
The following is a DFT calculation (ωB97M-V/def2-TZVPD) of a cluster of 4 separate species, C7H17NO3 in total in a non-equilibrium geometry.

Positions of all 28 atoms, in Å:
O1 1.20 2.84 -0.21
O2 1.93 0.77 -2.24
O3 -1.11 0.84 -2.66
N1 -2.04 0.36 0.71
C1 0.55 -2.56 -0.98
C2 -1.06 0.97 1.43
C3 -1.74 -0.83 0.34
C4 0.36 -2.48 0.63
C5 1.22 0.34 2.45
C6 -0.03 0.03 1.65
C7 -0.41 -1.12 0.87
H1 1.02 0.93 -2.04
H2 0.69 -1.54 -1.24
H3 -2.97 0.90 0.66
H4 2.03 -0.01 1.90
H5 0.60 2.25 0.43
H6 1.42 -3.05 -1.44
H7 -0.35 1.04 -3.10
H8 -0.37 -2.91 -1.36
H9 -2.26 -1.38 -0.29
H10 1.32 -0.55 3.30
H11 1.38 1.43 2.76
H12 -1.01 -0.14 -2.58
H13 1.21 2.35 -1.00
H14 1.98 0.00 -2.66
H15 1.44 -2.40 1.06
H16 -1.34 2.00 1.86
H17 -0.04 -3.26 1.21

Properties
SMILES: CCc1c[nH]cc1C.O.O.O
Kohn-Sham gap in eV: 8.6
Net charge: 0
E_LUMO in eV: 0.41
E_HOMO in Ha: -0.300


# 3
The following is a DFT calculation (ωB97M-V/def2-TZVPD) of the ion C7H17NOP with charge -1 in a non-equilibrium geometry.

Positions of all 27 atoms, in Å:
P1 3.78 0.11 0.01
O1 2.28 0.59 0.75
N1 1.15 0.31 1.66
C1 -0.69 0.75 -0.07
C2 0.16 -0.32 0.85
C3 -0.82 -1.11 1.80
C4 -0.23 -2.26 -1.06
C5 -1.20 3.05 -0.43
C6 0.73 -1.54 -0.01
C7 -0.44 2.11 0.47
H1 0.59 2.35 0.44
H2 -0.66 2.21 1.58
H3 -1.52 3.98 0.16
H4 -1.00 -2.97 -0.80
H5 -1.41 -1.78 1.11
H6 -0.56 3.28 -1.28
H7 3.55 1.23 -0.80
H8 1.55 -1.21 -0.51
H9 -1.49 -0.48 2.41
H10 4.70 0.76 0.70
H11 1.11 -2.34 0.70
H12 -0.25 0.97 -1.09
H13 -0.80 -1.47 -1.65
H14 0.47 -2.73 -1.80
H15 -2.11 2.68 -0.83
H16 -1.72 0.43 -0.33
H17 -0.34 -1.81 2.46

Properties
Kohn-Sham gap (spin up / spin down) in eV: 3.3 / 7.3
Net charge: -1
E_LUMO (spin up / spin down) in eV: 3.47 / 3.44
E_HOMO (spin up / spin down) in Ha: 0.007 / -0.143
Spin multiplicity: 3


# 4
The following is a DFT calculation (ωB97M-V/def2-TZVPD) of a cluster of 2 separate species, C7H17O3PSi in total in a non-equilibrium geometry.

Positions of all 29 atoms, in Å:
P1 4.40 0.59 1.14
Si1 0.11 -0.35 0.55
O1 0.68 0.50 -0.73
O2 -0.57 -1.72 0.10
O3 4.88 0.35 -0.28
C1 0.90 2.78 -1.42
C2 -2.58 0.97 1.23
C3 0.06 -2.65 -0.80
C4 1.60 -2.84 -0.76
C5 1.59 1.58 -0.85
C6 -1.17 0.62 1.65
C7 -3.38 -0.36 1.15
H1 0.05 3.02 -0.87
H2 2.20 -1.91 -0.88
H3 -0.21 -2.49 -1.84
H4 1.76 -3.50 -1.60
H5 1.58 3.65 -1.56
H6 -0.57 -3.58 -0.69
H7 -4.41 -0.11 1.34
H8 1.98 1.77 0.12
H9 2.50 1.43 -1.35
H10 0.56 2.51 -2.40
H11 1.94 -3.41 0.06
H12 -3.26 -0.78 0.17
H13 -2.53 1.42 0.25
H14 -3.15 1.63 1.93
H15 -1.16 0.28 2.63
H16 -0.79 1.62 1.83
H17 -3.03 -1.03 1.88

Properties
Kohn-Sham gap (spin up / spin down) in eV: 5.8 / 6.4
Net charge: 0
E_LUMO (spin up / spin down) in eV: -0.99 / -1.36
E_HOMO (spin up / spin down) in Ha: -0.250 / -0.286


# 5
The following is a DFT calculation (ωB97M-V/def2-TZVPD) of a structure of composition C7H18AsNO3RuS5 in a non-equilibrium geometry.

Positions of all 36 atoms, in Å:
Ru1 -0.41 0.53 0.50
As1 -0.86 -2.65 -0.66
S1 -1.71 2.81 2.60
S2 -0.22 1.49 3.18
S3 -1.88 2.31 0.64
S4 -1.87 -0.79 -0.90
S5 -1.13 -0.21 2.63
O1 0.14 1.76 -1.55
O2 0.82 -1.18 0.28
O3 1.32 1.95 0.15
N1 1.10 2.34 -1.02
C1 2.53 -2.73 0.98
C2 -0.57 -3.42 1.08
C3 3.06 -0.78 -0.51
C4 2.18 -1.27 0.65
C5 0.39 -3.12 -2.05
C6 2.47 -0.42 1.89
C7 -2.27 -3.89 -1.23
H1 0.76 -4.13 -1.90
H2 -1.90 -4.92 -1.23
H3 1.20 -2.40 -2.07
H4 -1.55 -3.69 1.47
H5 0.05 -4.31 0.97
H6 4.11 -0.68 -0.19
H7 -0.09 -2.69 1.72
H8 1.86 -0.76 2.73
H9 -2.59 -3.63 -2.24
H10 3.53 -0.50 2.16
H11 -0.17 -3.07 -2.98
H12 3.61 -2.83 1.14
H13 2.71 0.19 -0.85
H14 3.03 -1.48 -1.35
H15 2.24 -3.39 0.17
H16 -3.12 -3.81 -0.56
H17 2.24 0.63 1.69
H18 2.02 -3.04 1.89

Properties
Kohn-Sham gap (spin up / spin down) in eV: 6.3 / 6.3
Net charge: -1
E_LUMO (spin up / spin down) in eV: 2.60 / 2.60
E_HOMO (spin up / spin down) in Ha: -0.136 / -0.136
Spin multiplicity: 2


# 6
The following is a DFT calculation (ωB97M-V/def2-TZVPD) of a structure of composition C7H18AsNO3RuS5.

Positions of all 36 atoms, in Å:
Ru1 0.41 -0.08 0.76
As1 -1.73 2.55 -0.74
S1 0.24 -0.82 3.38
S2 -0.16 1.02 2.78
S3 3.39 -0.22 2.86
S4 0.31 2.40 -0.34
S5 2.73 0.49 1.15
O1 -1.46 -0.41 0.14
O2 1.36 -0.78 -1.39
O3 1.07 -2.08 0.20
N1 1.50 -1.94 -0.97
C1 -1.89 -2.32 -1.28
C2 -2.86 2.20 0.78
C3 -1.96 -2.52 1.21
C4 -3.68 -1.17 0.02
C5 -2.20 4.35 -1.26
C6 -2.21 -1.59 0.03
C7 -2.32 1.47 -2.22
H1 -3.27 4.42 -1.46
H2 -2.08 -1.68 -2.14
H3 -3.90 2.07 0.47
H4 -2.52 -3.22 -1.38
H5 -2.48 1.28 1.23
H6 -1.92 0.48 -2.02
H7 -1.93 5.02 -0.44
H8 -3.87 -0.48 -0.80
H9 -1.63 4.61 -2.14
H10 -2.78 3.04 1.47
H11 -3.93 -0.66 0.96
H12 -1.90 1.88 -3.13
H13 -0.85 -2.63 -1.30
H14 -4.35 -2.03 -0.09
H15 -0.92 -2.86 1.23
H16 -2.16 -2.00 2.15
H17 -3.41 1.44 -2.27
H18 -2.62 -3.39 1.15

Properties
Kohn-Sham gap (spin up / spin down) in eV: 6.2 / 6.2
Net charge: -1
E_LUMO (spin up / spin down) in eV: 2.53 / 2.11
E_HOMO (spin up / spin down) in Ha: -0.134 / -0.150
Spin multiplicity: 6


# 7
The following is a DFT calculation (ωB97M-V/def2-TZVPD) of a structure of composition C7H18BiClIN2O2P in a non-equilibrium geometry.

Positions of all 33 atoms, in Å:
Bi1 -1.17 1.37 0.32
I1 -4.02 0.74 0.14
Cl1 0.61 2.13 -1.40
P1 -0.79 -0.81 -1.56
O1 -1.71 -1.90 2.25
O2 1.06 0.28 1.62
N1 3.13 0.42 2.69
N2 1.84 -1.39 3.06
C1 -1.22 -0.04 -3.17
C2 -3.02 3.06 -0.11
C3 1.95 -0.19 2.39
C4 -1.28 -1.14 1.48
C5 -1.96 -2.24 -1.56
C6 3.59 1.66 2.10
C7 0.78 -1.67 -2.04
H1 -1.26 -0.82 -3.95
H2 -2.19 0.48 -3.11
H3 0.68 -2.18 -3.01
H4 3.65 0.01 3.46
H5 1.59 -0.94 -2.10
H6 1.14 -2.06 2.81
H7 -1.58 -3.02 -0.89
H8 -2.10 3.38 -0.61
H9 3.40 2.51 2.78
H10 2.60 -1.65 3.67
H11 1.05 -2.40 -1.28
H12 -3.16 3.55 0.87
H13 3.06 1.80 1.15
H14 4.68 1.59 1.93
H15 -0.47 0.72 -3.42
H16 -2.07 -2.64 -2.59
H17 -2.94 -1.91 -1.17
H18 -3.89 3.29 -0.75

Properties
Kohn-Sham gap in eV: 5.3
Net charge: +2
E_LUMO in eV: -9.84
E_HOMO in Ha: -0.557


# 8
The following is a DFT calculation (ωB97M-V/def2-TZVPD) of a structure of composition C7H18BrGdI2OP2 in a non-equilibrium geometry.

Positions of all 32 atoms, in Å:
Gd1 0.00 0.00 0.00
I1 -2.84 -3.83 1.33
I2 -3.41 -3.83 -1.12
Br1 1.76 2.15 -0.25
P1 1.78 -1.48 -0.08
P2 -1.80 1.44 -0.21
O1 0.21 0.38 2.96
C1 2.62 -1.89 1.50
C2 0.13 0.23 1.80
C3 -2.43 2.25 1.31
C4 -3.29 0.66 -0.92
C5 1.34 -3.13 -0.76
C6 -1.49 2.85 -1.34
C7 3.15 -0.94 -1.17
H1 -3.28 2.90 1.09
H2 2.73 -0.73 -2.16
H3 -3.01 0.20 -1.87
H4 -1.63 2.83 1.77
H5 -1.16 2.45 -2.30
H6 -0.69 3.47 -0.93
H7 2.22 -3.77 -0.85
H8 3.44 -2.59 1.33
H9 -4.09 1.39 -1.08
H10 0.87 -2.97 -1.74
H11 -3.65 -0.13 -0.25
H12 3.58 -0.01 -0.77
H13 -2.39 3.45 -1.48
H14 3.92 -1.70 -1.24
H15 0.61 -3.60 -0.10
H16 1.90 -2.32 2.19
H17 -2.74 1.48 2.02
H18 3.02 -0.97 1.94

Properties
Kohn-Sham gap (spin up / spin down) in eV: 4.3 / 5.4
Net charge: +2
E_LUMO (spin up / spin down) in eV: -10.36 / -9.31
E_HOMO (spin up / spin down) in Ha: -0.540 / -0.540
Spin multiplicity: 8